The following is a quantum chemistry calculation of C5H9NOS in the gas phase at a distorted geometry, from the Open Molecules 2025 dataset.

Last column: Löwdin charge in e.
Geometry (Å):
C -1.14557 0.40878 -1.98517  -0.11
C -0.01413 1.18145 -1.33649  -0.89
C 0.41698 -0.76910 0.14479  -0.26
C -0.55800 -0.73614 1.24134  -0.06
C 0.87992 -0.95454 1.51248  -0.33
H -0.70268 -0.59960 -2.33998  0.10
H -2.03426 0.34250 -1.24318  0.11
H -1.48206 0.93378 -2.89606  0.06
H 1.46654 1.01949 0.02930  0.10
H 0.54300 -1.63660 -0.48325  0.15
H -0.95117 0.23419 1.53752  0.12
H -1.32078 -1.55266 1.28178  0.13
H 1.29207 -1.90650 1.81483  0.15
H 0.93859 0.61096 2.79402  0.19
N 0.70251 0.55740 -0.38937  0.01
O 1.59027 0.12144 2.09155  -0.06
S 0.37876 2.74514 -1.77411  0.57

Computed properties:
* SMILES: CC(=S)N[C@@H]1C[C@@H]1O
* LUMO level: 0.02161 hartree
* multiplicity: 1
* DFT total energy: -19702.0758 eV
* relative energy (zero: lowest compared OMol25 entry of this formula, charge and spin): 51.4 kcal/mol

=====

The following is a quantum chemistry calculation of C2H4NO2P in the gas phase at a distorted geometry, from the Open Molecules 2025 dataset.

Last column: Löwdin charge in e.
Geometry (Å):
C -1.20106 -0.78928 -0.34886  -0.19
C -1.61725 -1.84998 -0.93017  0.08
N 2.31788 0.78094 0.23744  -0.21
O -0.59854 0.03850 0.21277  0.04
O 0.76307 2.11019 1.82179  -0.37
P 0.96855 1.47837 0.49718  0.55
H -1.28428 -2.67571 -0.43693  0.06
H -2.36863 -1.89778 -1.63607  0.06
H 0.38473 1.92828 -0.60475  0.00
H 2.63553 0.87646 1.18759  -0.03

Computed properties:
* LUMO level: -0.00830 hartree
* multiplicity: 1
* DFT total energy: -17010.1552 eV
* relative energy (zero: lowest compared OMol25 entry of this formula, charge and spin): 75.0 kcal/mol

=====

> Look up the relative energy (zero: lowest compared OMol25 entry of this formula, charge and spin) of the second one.

75.0 kcal/mol